No. 1
16
Properties=species:S:1:pos:R:3:forces:R:3 method="wB97M-V/def2-TZVPD" orbital_gap_ha=0.274 homo_energy_ev=-4.1 total_charge=-1 lumo_energy_ev=3.35
H -1.79281 -1.22848 0.03632 2.282 0.600 0.534
H 1.34783 -0.12564 0.16692 -1.082 0.076 0.282
H -0.80051 -1.64981 1.43326 0.557 -0.338 0.036
C -0.66693 -1.29768 0.41773 -1.112 -1.412 -1.767
N 1.59985 3.11614 1.50804 0.154 0.044 0.835
O 0.51473 -3.32791 -0.17218 0.465 -1.181 -0.284
H 1.10272 3.03730 -0.60591 -0.432 -0.513 -0.140
Cl -2.12263 1.51024 0.41798 0.565 -0.364 -0.171
C 0.00885 -2.32392 -0.57453 -1.106 1.548 4.476
C -0.54053 0.76271 -0.34818 -0.234 2.096 1.471
O -0.38568 1.02053 -1.48894 0.133 -0.600 -1.630
C 0.33924 0.09764 0.66432 -0.916 -0.046 2.412
O 0.33859 0.50651 1.93806 0.041 -1.211 -2.730
O -0.00579 -1.99590 -1.82173 0.209 1.398 -3.293
H -0.17417 -1.03439 -2.01483 -0.038 -1.025 0.650
C 1.23725 2.93266 0.44368 0.514 0.928 -0.681

=====

No. 2
16
Properties=species:S:1:pos:R:3:forces:R:3 method="wB97M-V/def2-TZVPD" orbital_gap_ha="0.279 / 0.279" s2=6.0162 homo_energy_ev="-19.9 / -19.9" total_charge=+2 lumo_energy_ev="-12.31 / -12.32" multiplicity=5
H 0.31324 2.36252 -2.91489 0.334 -0.120 -0.279
C -1.50081 -1.42244 1.40988 -0.353 -2.795 5.264
O -1.66803 -1.43696 0.06337 1.791 3.386 -5.213
C 0.95233 1.51877 -2.63697 -3.100 -2.214 1.299
H 2.94877 0.69906 -2.48439 -0.334 -0.072 -0.253
O -0.35073 -0.82652 1.71269 0.645 1.287 -1.109
H -1.27840 0.08070 -1.21796 0.583 -0.441 -0.870
C 2.28635 1.52582 -2.75741 0.708 -0.053 0.296
Cr 1.54621 2.07032 -0.37711 0.881 1.315 -0.877
C 0.34711 -0.41123 0.50149 1.907 -2.197 1.905
C -0.76601 -0.56384 -0.50569 -4.670 -3.144 3.449
H 0.21610 0.53264 -2.30132 2.928 2.779 -1.272
O -2.23812 -1.96265 2.17813 1.202 1.498 -2.155
O 0.94865 0.72741 0.63106 -0.992 -0.113 0.288
F 1.29899 -1.42496 0.31663 -1.349 0.982 -0.633
H 2.79160 2.39718 -3.18734 -0.182 -0.097 0.159

=====

No. 3
12
Properties=species:S:1:pos:R:3:forces:R:3 method="wB97M-V/def2-TZVPD" orbital_gap_ha="0.208 / 0.251" s2=6.4967 homo_energy_ev="-11.8 / -12.6" total_charge=+1 lumo_energy_ev="-6.10 / -5.77" multiplicity=5
O 0.50270 1.38860 -1.18312 -0.661 0.537 0.771
Cr 0.45580 -0.44382 -0.79628 -0.207 -0.288 -0.310
H 0.02815 -4.37236 -1.82862 -0.186 0.157 0.231
C 0.53939 2.15534 -0.09683 -0.080 1.320 -0.902
C 0.22468 1.50221 1.19788 -3.549 -1.476 6.124
H 1.27686 2.97481 -0.14949 -0.362 -0.499 0.435
C -0.00029 -2.50864 -0.92486 0.048 0.159 0.338
H -0.68291 -4.25186 -0.07289 0.078 0.138 -0.300
C -0.24930 -3.76063 -0.95775 0.188 -0.196 -0.043
H -0.45919 1.43225 2.29791 3.461 -1.483 -2.150
C -0.68890 2.44686 1.06815 2.038 2.217 -3.828
H -0.94699 3.43723 1.44588 -0.768 -0.584 -0.366

=====

Number 1: E -1009.42476 Ha. Number 2: E -1637.95161 Ha. Number 3: E -1312.58011 Ha.